i | A 2-piece molecular cluster, C13H18N overall. Source: the OMol25 dataset; level of theory: ωB97M-V with the def2-TZVPD basis set.

- Multiplicity: 3
- Highest occupied orbital energy (alpha / beta): -0.303 / -0.430 Eh
- Gap between HOMO and LUMO (alpha / beta): 4.00 / 2.61 eV
- Total charge: +1

Geometry as XYZ:
```
32
Properties=species:S:1:pos:R:3:lowdin_charge:R:1
C 3.933 -1.243 -1.060 0.157
C 2.726 -1.419 -1.489 0.026
C -0.137 -1.484 3.578 -0.089
C 0.566 -1.666 2.394 -0.093
C -0.927 -0.354 3.745 -0.070
C 0.500 -0.723 1.392 -0.059
C -1.013 0.590 2.744 -0.031
C -0.293 0.433 1.545 -0.181
C -2.746 1.540 -0.080 -0.076
C 0.945 -0.709 -3.047 -0.007
C -1.513 2.344 0.369 -0.189
C 1.536 -1.591 -1.985 0.001
C -0.358 1.422 0.498 -0.332
N 0.578 1.481 -0.410 0.130
H 4.774 -1.737 -1.523 0.116
H -0.063 -2.214 4.365 0.102
H 1.168 -2.551 2.255 0.100
H -1.471 -0.212 4.666 0.110
H 1.026 -0.915 0.468 0.051
H -1.608 1.473 2.910 0.109
H -3.031 0.810 0.674 0.074
H -3.579 2.220 -0.239 0.076
H -2.545 1.017 -1.013 0.069
H -0.014 -0.302 -2.721 0.105
H 1.622 0.104 -3.299 0.099
H 0.763 -1.291 -3.948 0.117
H -1.734 2.827 1.320 0.107
H -1.298 3.121 -0.366 0.111
H 0.912 -2.410 -1.646 0.154
H 1.369 0.845 -0.411 0.076
H 4.171 -0.619 -0.208 0.118
H 0.532 2.154 -1.164 0.117
```

***

ii | A 2-piece molecular cluster, C13H18N overall. Source: the OMol25 dataset; level of theory: ωB97M-V with the def2-TZVPD basis set.

- Multiplicity: 3
- Highest occupied orbital energy (alpha / beta): -0.366 / -0.474 Eh
- Gap between HOMO and LUMO (alpha / beta): 6.95 / 5.24 eV
- Total charge: +1

Geometry as XYZ:
```
32
Properties=species:S:1:pos:R:3:lowdin_charge:R:1
C -0.381 -3.243 -0.898 0.189
C -0.151 -2.056 -0.767 -0.125
C -4.128 0.531 0.246 -0.029
C -3.583 1.149 -0.828 -0.033
C -3.416 -0.301 1.112 -0.014
C -2.283 0.801 -1.128 0.037
C -2.165 -0.721 0.769 -0.041
C -1.587 -0.191 -0.369 -0.188
C 3.491 -0.223 1.085 0.008
C 2.674 0.740 -1.099 -0.042
C 0.620 1.370 0.815 -0.026
C -0.315 -0.645 -0.888 -0.115
C 2.339 -0.255 0.007 -0.381
N 1.047 0.029 0.522 -0.063
H -0.163 -4.219 -0.973 0.008
H -4.976 1.007 0.796 0.146
H -3.997 1.973 -1.393 0.130
H -3.670 -0.587 2.173 0.154
H -1.755 1.246 -1.936 0.124
H -1.730 -1.544 1.325 0.131
H 4.202 -0.976 1.001 0.058
H 4.040 0.724 0.954 0.091
H 3.037 -0.531 2.002 0.074
H 1.921 1.360 -1.485 0.058
H 3.092 0.118 -1.812 0.066
H 3.509 1.447 -0.855 0.105
H 1.205 1.835 1.534 0.092
H 0.518 1.983 -0.020 0.081
H -0.395 1.260 1.148 0.090
H 0.094 -0.262 -1.764 0.114
H 2.149 -1.212 -0.543 0.143
H 0.757 -0.608 1.268 0.158
```

***

Most stable one: i, least stable one: ii.

***

i | A 2-piece molecular cluster, C4H12N2O2 overall. Source: the OMol25 dataset; level of theory: ωB97M-V with the def2-TZVPD basis set.

- Multiplicity: 1
- SMILES: CN(C=O)CCN.O
- Highest occupied orbital energy: -0.332 Eh
- Gap between HOMO and LUMO: 9.80 eV

Geometry as XYZ:
```
20
Properties=species:S:1:pos:R:3:lowdin_charge:R:1
C -0.820 -0.237 1.974 -0.053
N -0.609 0.534 0.793 -0.162
C -1.197 0.234 -0.433 -0.310
O -1.752 -0.808 -0.678 0.009
C 0.487 1.484 0.672 -0.197
C 1.844 1.057 0.015 -0.226
N 1.533 0.535 -1.308 -0.022
H -0.492 -1.278 1.767 0.099
H -1.913 -0.176 2.137 0.103
H -0.231 0.091 2.826 0.086
H -0.939 0.982 -1.280 0.152
H 0.078 2.312 0.068 0.113
H 0.712 1.981 1.617 0.111
H 2.395 1.998 -0.134 0.118
H 2.245 0.217 0.585 0.109
H 2.058 0.838 -2.109 0.065
H 1.570 -0.484 -1.379 0.086
O -1.378 -3.339 -1.622 -0.084
H -1.639 -2.550 -1.121 -0.022
H -1.952 -3.391 -2.389 0.024
```

***

ii | A 3-piece molecular cluster, C4H12N2O2 overall. Source: the OMol25 dataset; level of theory: ωB97M-V with the def2-TZVPD basis set.

- Multiplicity: 1
- Highest occupied orbital energy: -0.266 Eh
- Gap between HOMO and LUMO: 3.58 eV

Geometry as XYZ:
```
20
Properties=species:S:1:pos:R:3:lowdin_charge:R:1
C 1.286 -0.312 -1.808 -0.193
N 1.070 1.135 -1.772 -0.049
C -1.019 1.103 0.981 -0.053
C -0.487 0.183 1.977 0.067
C -0.598 -1.230 1.801 -0.512
N 0.229 -1.913 2.711 0.154
O -1.225 -1.806 0.901 0.081
H 1.145 -0.748 -2.824 0.086
H 0.407 -0.749 -1.317 0.045
H 2.157 -0.610 -1.220 0.067
H 0.143 1.369 -2.225 0.011
H -0.203 1.581 0.332 0.128
H -1.685 0.604 0.256 0.088
H -1.545 2.035 1.202 0.105
H 0.257 0.485 2.728 0.123
H 0.540 -1.466 3.554 0.089
H 0.432 -2.886 2.596 0.104
H -1.513 1.042 -3.213 -0.066
H 1.846 1.609 -2.242 0.064
O -1.237 0.573 -2.418 -0.338
```

***

iii | C4H12N2O2 as an isolated structure. Source: the OMol25 dataset; level of theory: ωB97M-V with the def2-TZVPD basis set.

- Multiplicity: 1
- Highest occupied orbital energy: -0.303 Eh
- Gap between HOMO and LUMO: 8.54 eV

Geometry as XYZ:
```
20
Properties=species:S:1:pos:R:3:lowdin_charge:R:1
C -1.122 -0.026 0.917 -0.251
C -1.149 1.405 1.386 -0.090
C -1.767 -0.438 -0.267 -0.108
H -0.983 -0.768 1.701 0.130
H 0.318 -0.120 0.597 0.095
H -0.296 1.648 2.021 0.082
H -2.063 1.574 1.963 0.086
H -1.162 2.099 0.542 0.079
H -2.189 -1.438 -0.297 0.079
H -2.317 0.314 -0.828 0.078
H -0.605 -0.656 -1.039 0.107
N 0.645 -0.868 -1.310 -0.052
C 1.365 -0.299 -0.060 -0.626
N 1.827 1.043 -0.264 0.101
O 0.847 -2.250 -1.350 -0.039
O 2.133 -1.154 0.472 -0.074
H 1.533 -2.323 -0.617 0.088
H 0.979 -0.446 -2.173 0.152
H 1.221 1.642 -0.808 0.076
H 2.786 1.062 -0.586 0.087
```

***

iv | A 2-piece molecular cluster, C4H12N2O2 overall. Source: the OMol25 dataset; level of theory: ωB97M-V with the def2-TZVPD basis set.

- Multiplicity: 1
- SMILES: CNCCNC=O.O
- Highest occupied orbital energy: -0.349 Eh
- Gap between HOMO and LUMO: 10.19 eV

Geometry as XYZ:
```
20
Properties=species:S:1:pos:R:3:lowdin_charge:R:1
C 1.983 -1.462 -1.253 -0.126
N 0.545 -1.334 -1.405 -0.139
C -0.281 -1.426 -0.184 -0.198
C 0.200 -0.570 0.977 -0.186
N -0.079 0.846 0.799 0.034
C -0.987 1.472 1.584 -0.370
O -1.554 0.968 2.529 0.008
H 2.347 -1.529 -0.228 0.069
H 2.367 -2.329 -1.779 0.075
H 2.514 -0.615 -1.688 0.076
H 0.251 -2.068 -2.047 0.108
H -1.262 -1.029 -0.464 0.121
H -0.370 -2.448 0.172 0.111
H 1.253 -0.696 1.245 0.109
H -0.342 -0.922 1.836 0.109
H 0.145 1.198 -0.126 0.089
H -1.154 2.513 1.282 0.128
O -0.002 1.606 -2.137 -0.083
H 0.146 0.637 -2.207 0.018
H -0.965 1.704 -2.159 0.048
```

***

Most stable one: iv, least stable one: ii.

***

i | A 2-piece molecular cluster, C4H12N2O2 overall. Source: the OMol25 dataset; level of theory: ωB97M-V with the def2-TZVPD basis set.

- Multiplicity: 1
- SMILES: NCC[C@@H](N)C=O.O
- Highest occupied orbital energy: -0.316 Eh
- Gap between HOMO and LUMO: 9.05 eV

Geometry as XYZ:
```
20
Properties=species:S:1:pos:R:3:lowdin_charge:R:1
N -1.725 -0.634 -0.007 -0.006
C -0.642 -1.165 0.809 -0.221
C 0.585 -1.311 -0.259 -0.113
C 0.996 0.064 -0.880 -0.385
N 0.734 1.300 -0.195 -0.003
C 2.457 0.095 -1.307 -0.264
O 3.280 -0.719 -1.103 0.074
H -1.887 0.350 -0.191 0.055
H -2.171 -1.228 -0.567 0.012
H -0.983 -2.101 1.148 0.080
H -0.399 -0.494 1.693 0.107
H 0.138 -1.947 -0.984 0.085
H 1.471 -1.792 0.243 0.113
H 0.461 0.170 -1.912 0.164
H 0.461 1.237 0.841 0.082
H -0.005 1.997 -0.637 0.128
H 2.834 0.787 -1.968 0.089
O -1.968 1.811 1.327 -0.061
H -1.762 2.481 2.104 0.131
H -1.878 1.098 1.843 -0.066
```

***

ii | A 3-piece molecular cluster, C4H12N2O2 overall. Source: the OMol25 dataset; level of theory: ωB97M-V with the def2-TZVPD basis set.

- Multiplicity: 1
- Highest occupied orbital energy (alpha / beta): -0.283 / -0.269 Eh
- Gap between HOMO and LUMO (alpha / beta): 8.38 / 7.17 eV

Geometry as XYZ:
```
20
Properties=species:S:1:pos:R:3:lowdin_charge:R:1
C 0.554 -0.890 1.141 -0.101
C -0.619 -0.665 -1.057 -0.109
N 0.359 -0.193 -0.122 -0.179
C -0.958 1.728 0.763 -0.234
C -1.141 2.041 2.041 -0.042
O -1.701 2.168 -0.285 -0.034
H -2.443 2.728 0.015 0.106
H 0.747 -1.939 0.925 0.082
H -0.323 -0.795 1.783 0.072
H 1.424 -0.471 1.640 0.090
H -0.108 -1.354 -1.758 0.060
H -1.036 0.169 -1.614 0.079
H -1.424 -1.201 -0.552 0.091
H -0.511 1.625 2.817 0.032
H -1.914 2.747 2.364 0.047
N 1.930 -1.658 -2.067 -0.078
O 2.178 -0.939 -0.987 -0.168
H 0.592 0.792 -0.133 0.091
H 2.142 -2.650 -1.977 0.098
H 2.251 -1.242 -2.938 0.098
```

***

iii | A 2-piece molecular cluster, C4H12N2O2 overall. Source: the OMol25 dataset; level of theory: ωB97M-V with the def2-TZVPD basis set.

- Multiplicity: 1
- SMILES: CN[C@@H](C)O.CN=O
- Highest occupied orbital energy: -0.304 Eh
- Gap between HOMO and LUMO: 9.06 eV

Geometry as XYZ:
```
20
Properties=species:S:1:pos:R:3:lowdin_charge:R:1
C -0.104 1.754 0.656 -0.080
N 0.203 0.348 0.586 -0.096
C 1.487 0.021 -0.047 -0.471
C 1.619 -1.500 -0.142 -0.032
O 1.580 0.651 -1.275 -0.007
H 0.799 2.364 0.734 0.094
H -0.611 2.021 -0.288 0.080
H -0.772 1.960 1.489 0.089
H 0.071 -0.160 1.451 0.132
H 2.317 0.430 0.559 0.149
H 2.542 -1.742 -0.657 0.080
H 0.777 -1.894 -0.703 0.066
H 1.639 -1.947 0.849 0.074
H 0.740 0.506 -1.750 0.076
C -2.262 -0.673 0.073 -0.085
N -1.100 -0.407 -0.771 -0.174
O -1.239 0.565 -1.541 -0.136
H -2.966 -1.230 -0.549 0.088
H -2.758 0.237 0.419 0.082
H -1.961 -1.304 0.907 0.073
```

***

Most stable one: i, least stable one: ii.

***

i | One molecule with the formula C4H12N2O2. Source: the OMol25 dataset; level of theory: ωB97M-V with the def2-TZVPD basis set.

- Multiplicity: 1
- SMILES: NC[C@@H](N)CC(O)O
- Highest occupied orbital energy: -0.356 Eh
- Gap between HOMO and LUMO: 10.50 eV

Geometry as XYZ:
```
20
Properties=species:S:1:pos:R:3:lowdin_charge:R:1
N -0.499 1.000 1.734 -0.019
C -1.462 0.725 0.665 -0.224
C -0.691 0.303 -0.705 -0.350
N 0.397 1.251 -0.953 0.022
C -0.293 -1.163 -0.624 -0.094
C 1.235 -1.455 -0.312 -0.440
O 2.082 -0.945 -1.314 -0.028
O 1.619 -0.962 0.947 -0.023
H -1.000 1.310 2.568 0.076
H -0.032 0.126 1.999 0.063
H -2.191 -0.030 0.978 0.100
H -2.017 1.646 0.456 0.102
H -1.419 0.403 -1.519 0.131
H 0.652 1.630 -0.025 0.071
H 0.017 2.073 -1.426 0.092
H -0.506 -1.631 -1.591 0.114
H -0.869 -1.707 0.131 0.112
H 1.374 -2.541 -0.289 0.145
H 1.819 -0.018 -1.500 0.065
H 1.785 -0.016 0.784 0.085
```

***

ii | A 2-piece molecular cluster, C4H12N2O2 overall. Source: the OMol25 dataset; level of theory: ωB97M-V with the def2-TZVPD basis set.

- Multiplicity: 1
- SMILES: NCCCNC=O.O
- Highest occupied orbital energy: -0.330 Eh
- Gap between HOMO and LUMO: 9.65 eV

Geometry as XYZ:
```
20
Properties=species:S:1:pos:R:3:lowdin_charge:R:1
N 1.446 2.052 0.225 -0.010
C 1.276 0.857 -0.576 -0.297
C -0.051 0.777 -1.359 -0.180
C -0.589 -0.651 -1.387 -0.204
N -1.126 -0.994 -0.073 0.020
C -1.067 -2.271 0.367 -0.367
O -1.340 -2.597 1.512 -0.009
H 1.164 2.886 -0.263 0.062
H 1.023 1.929 1.135 0.041
H 2.129 0.820 -1.250 0.102
H 1.367 0.004 0.100 0.098
H -0.795 1.413 -0.882 0.108
H 0.136 1.115 -2.383 0.108
H 0.185 -1.375 -1.652 0.120
H -1.434 -0.675 -2.090 0.115
H -1.270 -0.389 0.722 0.114
H -0.769 -3.032 -0.375 0.136
O 0.065 0.049 2.336 -0.071
H -0.543 -0.564 2.802 0.055
H 0.193 0.646 3.091 0.058
```

***

Most stable one: ii, least stable one: i.